--- w ---
Computed, not measured: a single H2N2O2S molecule, with wB97M-V/def2-TZVPD.

Positions of all 7 atoms, in Å:
H 0.25687 -1.57795 -0.80629
N 0.02574 0.40183 -1.83081
S -0.68009 -0.46549 -0.75414
O 0.77678 0.40531 2.70879
H -0.50402 1.34259 -1.97361
O 0.17448 -0.02056 0.69216
N -0.04976 -0.08572 1.96390

The value obtained for the HOMO energy is -9.877 eV. Its spin multiplicity is 1.

--- x ---
Computed, not measured: 2 unconnected molecules or ions with the total composition H2N2O2S, with wB97M-V/def2-TZVPD.

Positions of all 7 atoms, in Å:
H -0.52250 -0.90778 1.36331
N -1.49788 -0.73690 1.19529
H -1.54095 0.27208 1.03780
O 1.79742 0.78488 -1.57646
N 0.97691 0.45918 -0.81786
O 0.54357 1.07853 0.11186
S 0.24343 -0.94998 -1.31395

The value obtained for the HOMO energy (spin up / spin down) is -9.979 / -9.979 eV. Its spin multiplicity is 1.

--- y ---
Computed, not measured: 2 unconnected molecules or ions with the total composition H2N2O2S, with wB97M-V/def2-TZVPD.

Positions of all 7 atoms, in Å:
H -1.85167 -0.83268 -0.91933
O 2.80578 0.80892 0.42182
H -0.67491 0.68424 1.14012
N -0.98886 -0.17033 -0.58263
O -1.36144 0.20585 0.75044
S 2.03860 -0.49301 0.28339
N 0.03250 -0.20300 -1.09381

The value obtained for the HOMO energy (spin up / spin down) is -8.498 / -8.342 eV. Its spin multiplicity is 1.

Name the most stable of them. w.

--- w ---
Computed, not measured: a single C3H2O2S molecule, with wB97M-V/def2-TZVPD.

Positions of all 8 atoms, in Å:
S 2.63900 -0.02787 -0.06302
C -0.90453 -0.55693 0.12209
C -1.47663 0.66887 -0.07157
C -0.07099 0.59199 0.08460
H -2.35158 1.24844 -0.24370
O 2.10735 -1.40749 -0.07639
H -0.99270 -1.61458 0.19166
O 1.05008 1.09755 0.05633

The value obtained for the HOMO energy is -6.695 eV. Its spin multiplicity is 1.

--- x ---
Computed, not measured: a single C3H2O2S molecule, with wB97M-V/def2-TZVPD.

Positions of all 8 atoms, in Å:
C 0.95985 -0.65538 -0.04802
H 1.70075 -1.47392 -0.01603
O -0.49339 1.02730 0.18327
S -2.75633 -0.05843 -0.02305
O -0.33844 -1.11243 0.13029
H 1.36874 1.75039 -0.18488
C 0.80004 0.65925 -0.07302
C -1.24121 -0.13679 0.03142

The value obtained for the HOMO energy is -9.032 eV. Its spin multiplicity is 1. Its SMILES is S=c1occo1.

--- y ---
Computed, not measured: a single C3H2O2S molecule, with wB97M-V/def2-TZVPD.

Positions of all 8 atoms, in Å:
H 0.65462 0.82954 -2.80602
C 0.49958 0.17377 -1.85235
H 0.57041 -1.99087 -2.00020
O 0.47047 0.80806 -0.59430
S -0.54734 0.51331 1.76822
O -0.05122 -1.11836 -0.12086
C 0.11834 -1.01598 -1.52301
C 0.07848 0.08068 0.41468

The value obtained for the HOMO energy is -9.029 eV. Its spin multiplicity is 1. Its SMILES is S=c1occo1.

--- z ---
Computed, not measured: a single C3H2O2S molecule, with wB97M-V/def2-TZVPD.

Positions of all 8 atoms, in Å:
C 1.09286 -1.11695 -0.92237
H -0.68404 1.93912 1.15831
O -0.17625 -1.04509 -0.28284
H -2.12638 0.81078 1.10246
S 1.91127 0.39986 -0.66431
O 1.44789 -2.09381 -1.48697
C -1.08688 0.98738 0.85935
C -0.37849 0.11871 0.23638

The value obtained for the HOMO energy (spin up / spin down) is -9.857 / -9.857 eV. Its spin multiplicity is 1.

Name the most stable of them. x.

--- w ---
Computed, not measured: 2 unconnected molecules or ions with the total composition C3H2O2S, with wB97M-V/def2-TZVPD.

Positions of all 8 atoms, in Å:
C -0.40203 -0.31437 0.31985
O 3.00860 0.79675 1.07071
H -1.16678 -0.07261 0.96288
S 4.02850 -0.48026 -1.07507
O 0.76330 -2.36828 0.95019
C 0.27891 -1.32670 0.71992
C 3.46130 0.28768 0.13247
H 0.20647 0.38399 -0.21939

The value obtained for the HOMO energy is -9.565 eV. Its spin multiplicity is 1. Its SMILES is C=C=O.O=C=S.

--- x ---
Computed, not measured: a single C3H2O2S molecule, with wB97M-V/def2-TZVPD.

Positions of all 8 atoms, in Å:
O 0.66262 0.07944 0.98389
C 0.74663 -0.99391 0.15631
H -0.49730 1.88262 0.96183
C -0.25774 0.95834 0.45620
S 1.68435 -2.28526 0.34880
H -1.46723 0.71261 -1.37689
C -0.73390 0.42819 -0.66305
O -0.13742 -0.78203 -0.86710

The value obtained for the HOMO energy is -8.936 eV. Its spin multiplicity is 1. Its SMILES is S=c1occo1.

Name the most stable of them. w.

--- w ---
Computed, not measured: a single C22H21FN4O2 molecule, with wB97M-V/def2-TZVPD.

Positions of all 50 atoms, in Å:
H 4.98060 2.34322 2.08018
C -0.42981 0.83909 -0.66924
C -1.03368 -2.77598 -1.37476
N -1.05164 -1.43397 -0.83798
H -5.26343 0.18982 -2.24983
H -1.68795 -3.76600 0.41848
C 5.55404 1.33627 -1.09387
O -0.56075 -0.34079 -2.76541
H -2.83660 0.48666 -2.15291
C 4.78597 1.92940 1.10197
H 1.30548 -3.63143 -0.20368
C 4.30501 0.82376 -1.39316
H 2.75679 1.41566 1.56008
H 1.11555 1.98773 0.04581
H 2.51837 -1.83484 0.92945
H 0.60086 -4.58795 1.12111
H 4.10327 0.37800 -2.35556
N 0.54547 -2.52334 1.34324
C 1.59323 -1.67741 1.44557
O 1.80617 -0.77145 -1.30807
C -0.84550 -3.81706 -0.27434
H -1.37705 -2.49467 2.30646
C 3.28317 0.88855 -0.45212
C -5.04001 1.60812 0.80271
H -5.63494 1.94244 1.63822
C 0.47213 -3.69136 0.50076
H -1.09991 2.33926 0.61330
N 0.90812 1.13811 -0.46293
H 6.77095 2.28889 0.38660
C -5.61766 1.03304 -0.31646
C -2.82727 1.34533 -0.19302
C 0.07871 -0.86347 2.68855
H 6.34285 1.29658 -1.83028
C 1.95191 0.31831 -0.79305
C -3.44293 0.78025 -1.31229
H -1.17931 -1.32500 0.15682
C -4.81500 0.62529 -1.36979
C -1.39537 1.54842 -0.06644
C -3.66956 1.75767 0.84398
H -1.97357 -2.97878 -1.90452
H -6.68880 0.91235 -0.36605
H -0.21799 -2.82162 -2.10307
N 1.34468 -0.66845 2.23636
C 5.79381 1.89306 0.15187
H -0.38161 -0.17121 3.36456
H -0.86209 -4.80463 -0.73807
C 3.52884 1.43388 0.80464
C -0.66450 -0.36146 -1.56031
F -3.12011 2.31519 1.95006
C -0.43447 -2.00995 2.15292

The value obtained for the HOMO energy is -8.104 eV. Its spin multiplicity is 1. Its SMILES is O=C(NCCCn1ccnc1)/C(=C\c1ccccc1F)NC(=O)c1ccccc1.

--- x ---
Computed, not measured: a molecular structure, C22H21FN4O2, with wB97M-V/def2-TZVPD.

Positions of all 50 atoms, in Å:
O -2.48536 2.51704 -2.46621
N -0.75078 0.49011 1.84821
H -0.87733 -0.66876 3.60841
H 3.31946 -6.97137 0.96101
H -4.31450 1.80496 -3.62268
C 3.96481 -4.98159 0.90896
H 2.90834 -1.89271 3.69194
H 4.73939 -5.25486 0.36300
H 1.43190 -0.16723 4.30703
N 1.40272 -1.38513 2.58288
C 3.77248 -3.69552 1.56482
H 4.54334 -2.81664 1.29182
F -3.96032 3.49789 -7.65720
C -1.82047 3.63971 -4.58833
C 2.57070 -1.92869 2.86803
H -1.70829 4.43959 -6.80545
C -3.82230 2.15347 -4.22303
C -0.90474 2.86106 -0.49877
C 1.02612 -0.06201 3.27390
C -2.22194 3.71470 -5.92863
O -0.91077 1.43838 -0.28113
C 1.77297 -4.42397 2.74162
C -2.58545 2.82934 -3.83501
C -0.79876 1.52505 1.08928
H 1.09160 -6.40638 2.63401
C 2.04604 -5.52286 2.28623
C 2.69876 -3.16927 2.40148
C -0.69893 3.42391 2.70810
C 2.91715 -6.02593 1.47901
H 3.31950 -1.28488 2.35054
H 1.19065 -2.27911 0.60460
H 1.43544 -0.47054 0.69614
H -0.16219 2.54699 -2.54208
N -0.83610 3.60561 0.46686
C -4.43541 2.55289 -5.48909
C -0.58933 -0.93817 1.18236
C 1.05089 -1.24830 1.15615
H -0.83600 4.31525 -2.17160
C -0.40826 0.03551 3.07081
H -1.26161 -1.77447 1.73290
C -3.58304 2.99109 -6.31613
H 1.60209 0.64557 2.77208
H -0.73200 3.92998 -4.42762
N -0.60807 3.76010 3.84677
H -5.30734 2.28017 -5.83338
H -0.60145 1.34516 3.75406
H -0.73399 -0.79501 0.03553
H 0.99128 -4.01624 3.25859
C -1.04857 3.00606 -2.19628
C -0.79232 2.83004 1.34549

The value obtained for the HOMO energy is -7.904 eV. Its spin multiplicity is 1.

Name the most stable of them. w.